Record 1
C20H50O10 | wB97M-V/def2-TZVPD

```
80
Properties=species:S:1:pos:R:3:forces:R:3:mulliken_charge:R:1
C 0.15339 -4.08982 4.90888 0.345 -0.172 -0.230 -0.5719
O -0.13550 -3.32877 6.05027 -0.240 0.057 0.126 -0.4124
C -0.95379 -2.20261 5.75505 0.783 0.239 0.286 0.0756
C -1.01562 -1.33118 6.99679 0.056 0.319 0.128 -0.5664
O -1.11191 0.02257 6.56247 -0.249 -0.454 -0.207 -0.2480
C -1.29159 0.92811 7.61358 -0.412 0.438 0.147 -0.7292
H 0.82259 -3.56175 4.21356 -0.249 0.186 0.003 0.2432
H -0.75705 -4.38258 4.37985 -0.006 -0.034 -0.036 0.1778
H 0.69356 -4.98949 5.20525 -0.162 0.006 0.226 0.3353
H -1.93911 -2.51407 5.39977 -0.029 0.009 -0.052 0.1893
H -0.46329 -1.57664 5.00252 -0.203 -0.181 -0.241 0.0904
H -0.09351 -1.47155 7.57438 -0.006 -0.090 -0.054 0.3177
H -1.86051 -1.55973 7.65812 -0.008 -0.093 -0.100 0.3142
H -0.33393 1.30768 7.98176 -0.005 -0.114 0.180 0.2615
H -1.88093 0.49317 8.43002 0.227 -0.061 0.068 0.3113
H -1.88285 1.77745 7.25460 0.216 -0.067 -0.137 0.2213
C 2.17793 3.72490 -1.46372 -0.327 0.337 -0.458 -0.7635
O 3.28947 3.02113 -1.94116 0.334 0.025 0.064 -0.3104
C 4.07944 3.77900 -2.83963 -0.156 -0.298 -0.233 -0.2893
C 5.40556 3.05470 -2.99232 -0.023 -0.059 0.683 -0.6205
O 5.26510 1.81281 -3.63826 0.098 -0.067 0.040 -0.3157
C 5.16336 1.91545 -5.03453 0.296 -0.001 -0.180 -0.6845
H 1.71626 4.32252 -2.26629 -0.072 -0.184 0.030 0.3222
H 2.42694 4.44234 -0.67002 0.097 -0.213 0.118 0.2820
H 1.45502 2.98581 -1.12519 -0.013 0.069 0.185 0.2414
H 4.19767 4.80211 -2.46697 0.232 0.021 -0.016 0.3646
H 3.56192 3.81890 -3.80912 0.012 0.211 0.055 0.2344
H 5.74541 2.83072 -1.97601 0.053 -0.044 -0.118 0.2555
H 6.19035 3.65511 -3.46745 -0.215 0.177 -0.173 0.4269
H 6.01946 2.46549 -5.45331 -0.093 0.042 0.043 0.3012
H 4.24014 2.40830 -5.35193 -0.031 -0.057 -0.056 0.2595
H 5.20250 0.90370 -5.43358 -0.167 0.007 -0.003 0.2467
C -1.43537 4.70458 -0.74735 0.255 0.684 0.378 -0.4962
O -1.88562 5.56241 -1.77251 -0.151 -0.215 -0.088 -0.3812
C -2.14825 4.89330 -2.99588 -0.108 0.211 0.009 -0.3608
C -3.44190 5.43092 -3.56494 -0.276 -0.439 -0.147 -0.4896
O -3.63449 4.81809 -4.82525 0.376 0.136 -0.073 -0.2978
C -4.63854 5.43744 -5.57653 -0.264 0.208 -0.428 -0.7121
H -2.20674 4.00126 -0.42617 0.096 -0.261 -0.211 0.3669
H -1.19656 5.33750 0.11232 -0.115 0.023 -0.071 0.3495
H -0.49863 4.21609 -1.02244 -0.170 -0.348 -0.124 0.0740
H -2.26020 3.81364 -2.86442 0.147 -0.015 0.103 0.3068
H -1.34271 5.08434 -3.71133 0.072 -0.103 0.033 0.2290
H -3.40219 6.51864 -3.66806 0.018 0.069 0.078 0.3235
H -4.27968 5.14767 -2.91522 0.035 0.270 0.171 0.2789
H -5.64050 5.20869 -5.19315 0.027 0.042 0.045 0.2756
H -4.57057 5.08947 -6.60860 0.009 -0.187 0.130 0.2478
H -4.51342 6.52839 -5.61497 0.005 -0.053 0.172 0.3138
C -1.75707 -2.96876 2.13779 0.849 0.027 -0.451 -0.7634
O -1.27836 -1.70039 2.54523 -1.043 -0.214 0.412 -0.1882
C -0.81232 -0.88307 1.50527 1.026 -0.067 0.283 -0.2544
C -1.73658 0.25152 1.12221 -0.542 -0.062 -0.386 -0.6177
O -0.98691 1.28110 0.50512 -0.050 0.081 0.209 -0.2500
C -0.48313 2.23578 1.41742 -0.164 0.205 -0.200 -0.6238
H -2.42315 -2.91825 1.27135 -0.041 0.070 0.062 0.3694
H -2.26032 -3.47019 2.95823 -0.080 0.216 0.139 0.2432
H -0.86388 -3.55179 1.86952 -0.338 -0.321 -0.142 0.2069
H -0.51943 -1.47528 0.63049 -0.110 0.033 -0.021 0.2600
H 0.11036 -0.44838 1.90719 -0.016 0.171 -0.245 0.2288
H -2.30709 0.59537 1.99341 0.258 0.123 0.094 0.3695
H -2.48106 -0.05738 0.38112 0.091 -0.094 0.047 0.2585
H -1.30529 2.77615 1.90262 0.027 -0.042 0.042 0.3017
H 0.08577 2.94218 0.81687 0.110 0.038 0.140 0.0971
H 0.16530 1.81940 2.19371 -0.008 -0.157 -0.063 0.3693
C -1.11716 -7.33017 -2.82175 0.032 0.203 -0.027 -0.7300
O -0.81035 -6.62157 -1.63963 -0.280 -0.055 0.063 -0.3219
C 0.44729 -6.92401 -1.10459 0.352 -0.148 0.082 -0.4431
C 1.61439 -6.29575 -1.84381 0.077 0.153 0.020 -0.4491
O 1.68757 -4.88729 -1.72549 -0.009 -0.266 -0.161 -0.3571
C 2.04852 -4.44279 -0.44718 0.109 1.018 0.257 -0.5517
H -2.20115 -7.33477 -2.91743 0.003 -0.037 -0.037 0.2452
H -0.74863 -8.36065 -2.77080 -0.055 -0.017 -0.007 0.3349
H -0.69252 -6.84278 -3.70579 0.023 -0.062 0.005 0.2645
H 0.61661 -8.01337 -1.08573 -0.100 0.047 -0.018 0.3488
H 0.44186 -6.58355 -0.06647 -0.033 0.029 -0.035 0.3158
H 1.55286 -6.49621 -2.91461 -0.041 -0.046 0.025 0.2951
H 2.54130 -6.76045 -1.47132 -0.030 0.083 -0.013 0.3571
H 1.19070 -4.24387 0.20993 -0.044 -0.557 0.002 0.0465
H 2.50590 -3.45154 -0.54590 0.113 -0.198 -0.229 0.2920
H 2.78484 -5.09540 0.03014 -0.129 -0.127 0.092 0.3579
```
Forces are in eV/Å.

* HOMO: -9.42 eV
* HOMO-LUMO gap: 10.15 eV
* energy: -1544.168220 Ha
* total charge: 0
* largest force on an atom: 0.0222 hartree/bohr
* SMILES: COCCOC.COCCOC.COCCOC.COCCOC.COCCOC
* spin multiplicity: 1
* ΔE to the lowest compared entry with this formula, charge and spin: 319.88 kJ/mol



Record 2
C25H68O11 | wB97M-V/def2-TZVPD

```
104
Properties=species:S:1:pos:R:3:forces:R:3:mulliken_charge:R:1
C -41.28315 -26.21070 21.31168 1.167 -0.381 -1.991 -0.9151
C -42.68424 -26.77481 20.88509 1.111 -0.951 1.974 0.3600
C -42.95497 -26.90389 19.43458 -0.834 -2.237 0.801 -1.0207
O -42.79614 -28.15134 21.37290 -0.251 0.817 -1.736 -0.5710
H -40.48385 -27.00667 21.37972 -0.889 0.478 -0.866 0.3136
H -41.16199 -25.80132 22.30698 -0.880 0.545 0.190 0.4413
H -40.98731 -25.43959 20.51973 -0.112 -0.886 1.300 -0.1010
H -43.35674 -26.11156 21.40599 -0.943 -0.045 0.026 0.2903
H -43.86511 -27.46002 19.12542 0.582 0.022 0.833 0.2942
H -42.11148 -27.32182 18.98886 1.480 -1.456 -0.798 0.4562
H -43.03378 -26.05622 18.91804 -0.507 4.096 -1.569 0.1389
H -42.78163 -28.13108 22.30223 0.046 -0.006 1.880 0.3064
C -39.65753 -27.42940 12.92005 -2.716 -4.278 -1.152 -1.6162
C -40.55943 -27.50394 14.10170 2.817 -2.117 4.379 0.7892
C -39.67953 -28.23297 15.23363 -1.269 0.434 0.457 -1.0707
O -40.82016 -26.21550 14.58738 0.444 1.507 1.026 -0.3955
H -40.37745 -27.01936 12.31442 -1.107 0.889 -3.074 0.2618
H -39.29113 -28.42796 12.53788 -0.944 0.734 0.336 0.3478
H -38.84071 -26.86203 12.82337 3.023 2.704 1.055 0.5021
H -41.50843 -28.13759 14.09791 1.021 1.211 -0.981 0.2143
H -38.72458 -27.59512 15.30521 -1.230 -1.491 0.280 0.2632
H -39.58942 -29.34488 15.12667 0.657 1.032 -0.596 0.3958
H -40.31341 -28.21327 16.15593 0.846 0.575 -0.252 0.1504
H -40.04891 -25.83701 15.15079 -1.497 -1.108 -1.373 0.1461
C -49.34182 -26.51767 17.98774 0.028 -0.632 -2.411 -1.3880
C -48.03972 -25.84142 17.35767 0.931 -0.235 1.450 1.0752
C -48.16087 -24.35496 17.10688 -2.892 0.062 0.145 -0.9899
O -46.92120 -26.02301 18.25943 -0.128 -0.261 0.658 -0.5914
H -50.19520 -26.18085 17.33015 0.684 -0.205 0.667 0.3557
H -49.55463 -26.14615 18.99487 0.367 -0.254 -0.128 0.3313
H -49.40455 -27.68383 17.89613 0.615 2.207 0.510 0.3087
H -47.63623 -26.24030 16.45600 -0.766 -1.123 -1.200 -0.0730
H -49.05097 -24.05240 16.47389 0.924 -0.555 0.363 0.3034
H -47.28200 -23.94920 16.69203 1.174 0.404 -0.477 -0.0826
H -48.36175 -23.91804 18.06931 0.136 0.554 0.518 0.4779
H -46.03484 -25.79114 17.87026 -1.240 0.213 0.023 -0.0776
C -44.43314 -27.29493 16.21231 -5.183 9.227 -0.924 -2.7998
C -43.98817 -25.75216 16.03462 -0.214 -0.393 2.668 1.5177
C -44.62896 -25.15070 14.84448 2.336 -3.807 -4.127 0.1885
O -44.64898 -25.03324 17.11139 0.020 -2.117 1.137 0.6763
H -43.90639 -27.92849 16.61478 6.138 -5.642 5.418 1.1257
H -44.57612 -27.77269 15.36327 -0.832 -1.462 -4.950 0.7475
H -45.44075 -27.28903 16.66848 0.557 0.051 0.092 0.2391
H -42.84792 -25.53713 16.18968 -1.963 -0.761 -0.995 -0.4611
H -45.71586 -25.16792 14.71635 0.247 -0.386 0.544 -0.6574
H -44.09980 -25.92558 14.03492 -1.759 2.020 0.984 -0.2314
H -44.24585 -24.22344 14.52800 0.475 1.445 0.073 0.4322
H -44.44026 -24.11615 17.03768 0.306 1.323 -0.164 -0.1486
C -42.14117 -27.23093 9.92969 1.084 -2.427 -3.250 -1.4229
C -43.14593 -27.87769 10.76023 -1.148 -2.416 1.763 1.3448
C -44.44960 -27.17661 10.91800 -2.425 0.729 -0.922 -0.9413
O -43.51654 -29.01492 10.00083 2.066 1.407 -2.730 -0.5597
H -42.56087 -26.93250 8.84273 1.094 -1.595 2.095 0.3234
H -41.17268 -27.90427 10.04071 -1.876 1.629 -1.080 0.2188
H -41.96774 -26.31274 10.26552 1.333 3.918 1.911 0.4568
H -42.66209 -28.17437 11.80708 -1.012 0.543 -1.922 -0.2403
H -45.34596 -27.75696 11.32715 1.776 0.267 -0.089 -0.0356
H -44.87213 -26.92831 9.86740 1.015 0.070 1.537 0.2744
H -44.31785 -26.30602 11.53257 -0.283 0.824 0.165 0.2415
H -43.84376 -29.70016 10.47824 -1.532 -2.922 2.486 0.3196
C -48.40013 -24.87086 12.90604 -3.792 -1.259 -2.636 -0.6769
C -47.97425 -26.03475 11.92927 -1.098 0.054 4.715 0.8839
C -47.61998 -27.31843 12.75528 -3.871 -1.478 -0.916 -1.2653
O -48.95684 -26.28787 10.99485 1.344 -0.717 -2.937 -0.5636
H -47.92841 -24.90089 13.75969 3.912 -0.398 4.326 -0.5030
H -49.37176 -25.12027 13.44860 0.275 0.221 -1.571 0.3254
H -48.41222 -23.81156 12.66649 -0.104 -0.126 -0.984 0.4127
H -47.00815 -25.87980 11.63066 2.255 1.437 -2.152 0.1501
H -48.59556 -27.83414 13.17933 2.022 1.248 -0.210 0.2507
H -46.78303 -27.28094 13.38808 0.725 0.677 1.501 0.1706
H -47.28391 -28.06664 12.04787 -0.092 -0.252 -0.630 0.5001
H -48.43638 -26.61458 10.18292 -1.632 0.620 1.623 0.3806
C -39.20800 -22.81871 16.64504 -2.077 -3.614 -5.712 -1.3323
C -38.67846 -24.12319 17.24049 -0.883 0.064 -0.362 0.2505
C -39.67004 -24.82209 18.16234 0.890 -3.928 -3.116 -1.0513
O -38.56023 -24.88933 16.07161 0.919 -2.266 -0.589 -0.3940
H -38.57851 -22.32298 15.85617 -0.458 -1.189 0.287 0.3980
H -39.13632 -22.19662 17.32456 0.011 6.580 6.840 0.7133
H -40.37748 -22.80211 16.26818 3.067 -0.607 0.889 -0.0982
H -37.77488 -24.07924 17.95569 -0.604 0.429 -1.845 0.3509
H -40.73253 -24.81285 17.78490 1.156 -0.795 0.090 -0.0781
H -39.67281 -24.23814 18.95070 -0.229 2.695 4.454 0.7917
H -39.12881 -25.87125 18.50576 -2.040 2.407 -1.058 0.2545
H -37.69775 -24.81447 15.66012 0.124 0.166 0.000 0.2100
O -44.27417 -20.97850 14.51391 -0.328 0.059 -0.233 -0.5459
C -45.61850 -20.70501 14.00258 1.693 2.366 0.407 -0.7018
C -46.60075 -21.54385 14.71037 0.268 -3.455 -6.531 0.1934
O -47.85985 -21.28147 14.17076 -0.774 0.381 -0.782 -0.5803
H -43.85651 -21.45449 13.78061 0.200 0.179 0.595 0.2832
H -45.88157 -19.60042 14.08521 0.537 -1.219 0.229 0.2353
H -45.47397 -20.87827 12.95342 -1.071 -0.341 -0.663 0.3641
H -46.67469 -21.44314 15.67310 0.555 0.553 5.629 0.6756
H -46.34055 -22.62890 14.38754 -0.223 1.297 1.128 -0.2902
H -48.44429 -21.21045 14.91150 -0.844 0.086 0.301 0.3474
O -43.22330 -21.32745 20.33924 2.000 0.400 -3.290 -0.5553
C -43.87792 -22.13725 19.25444 0.364 1.302 0.432 0.2191
C -43.27430 -21.78852 17.87103 -0.628 -1.147 1.917 -1.1208
O -43.94518 -22.48322 16.89058 -1.260 -1.485 0.879 -0.5009
H -42.48495 -20.76740 19.82711 -2.372 -1.856 1.944 0.3312
H -43.72056 -23.20789 19.28524 -0.110 -0.351 1.184 -0.0175
H -44.97309 -21.86409 19.37198 1.271 -0.555 -0.712 0.1849
H -42.27528 -22.07667 17.66362 1.625 -0.027 1.203 0.5032
H -43.36084 -20.76225 17.84759 -0.258 2.598 -0.952 0.5550
H -44.02304 -21.92288 16.16510 -0.528 1.459 -2.677 0.1008
```
Forces are in eV/Å.

* HOMO: -9.21 eV
* HOMO-LUMO gap: 9.40 eV
* energy: -1820.479133 Ha
* total charge: 0
* largest force on an atom: 0.2066 hartree/bohr
* SMILES: CC(C)O.CC(C)O.CC(C)O.CC(C)O.CC(C)O.CC(C)O.CC(C)O.OCCO.OCCO
* spin multiplicity: 1
* ΔE to the lowest compared entry with this formula, charge and spin: 1008.95 kJ/mol